[1]
Molecular formula: C29H47GaN4O24P
Method: DFT, ωB97M-V with the def2-TZVPD basis set

E_LUMO: 0.039 hartree
HOMO energy: -0.136 Eh
net charge: -1
HOMO-LUMO gap: 4.8 eV
energy relative to the best compared isomer or geometry (same formula, charge and spin): 65.1 kJ/mol

Last column: Löwdin charge in e.
Atoms and positions in Å:
C: -3.4858 -1.4915 5.6993  -0.0068
C: -2.7290 -2.0568 4.5237  -0.5074
O: -3.1325 -3.0923 4.0079  0.0531
N: -1.5459 -1.4312 4.0617  -0.0134
C: -0.4139 -1.9311 4.7184  -0.5475
C: 0.4192 -2.8878 3.8961  0.0091
O: -0.0661 -1.6290 5.8522  0.0211
Ga: -1.6198 0.5519 3.9768  0.2943
N: -3.3111 1.2350 3.4373  -0.0715
C: -0.1792 1.0524 2.6019  -0.1503
C: -0.5700 2.1661 1.6783  -0.5238
O: -1.1930 3.1460 2.0210  0.0798
N: -0.1710 2.0555 0.2604  -0.1677
C: -0.6407 0.7929 -0.2995  -0.0970
C: 1.2899 2.1538 0.2331  -0.1030
P: -0.9891 1.6368 6.0004  0.5463
N: -0.6061 3.1622 5.6590  -0.4264
H: -2.9607 -1.6861 6.6316  0.0901
H: -4.4381 -2.0037 5.7417  0.0535
H: -3.6857 -0.4277 5.6262  0.0491
H: 0.7873 -2.3329 3.0383  0.0802
H: -0.2640 -3.6501 3.5335  0.0836
H: 1.2112 -3.2783 4.5212  0.0588
H: -3.5267 1.0448 2.4702  -0.0279
H: -4.0853 0.9709 4.0278  -0.0435
H: 0.7014 1.3155 3.1802  0.0625
H: 0.0032 0.1503 2.0203  0.0289
H: 0.0013 -0.0523 -0.0297  0.0746
H: -1.6515 0.5959 0.0439  0.0905
H: -0.6552 0.8463 -1.3820  0.0633
H: 1.7902 1.1838 0.3075  0.0719
H: 1.6088 2.7456 1.0868  0.0884
H: 1.6469 2.6311 -0.6762  0.0706
H: -2.0136 1.5641 6.9878  -0.0721
H: 0.1701 1.0131 6.5433  -0.0779
H: -1.1863 3.8108 6.1743  -0.0971
C: -7.3004 -3.4065 6.0350  -0.1135
C: -8.6024 -3.2623 5.2786  -0.1187
O: -8.8999 -1.8731 5.4435  0.0537
C: -7.7339 -1.2181 5.6924  -0.5650
O: -7.6190 -0.0399 5.7173  0.1736
O: -6.7310 -2.1013 5.9132  0.0439
H: -6.6376 -4.1557 5.6110  0.1406
H: -7.4507 -3.6244 7.0937  0.1206
H: -8.4919 -3.4775 4.2143  0.1330
H: -9.4040 -3.8748 5.6843  0.1283
C: 3.8641 0.4054 -2.4409  -0.1136
C: 3.9617 1.1134 -3.7720  -0.1200
O: 2.6832 0.8495 -4.3527  0.0557
C: 1.8063 0.5948 -3.3456  -0.5596
O: 0.6350 0.5078 -3.4922  0.1680
O: 2.4620 0.4596 -2.1632  0.0345
H: 4.4271 0.8969 -1.6514  0.1344
H: 4.1726 -0.6403 -2.5002  0.1320
H: 4.0892 2.1927 -3.6655  0.1281
H: 4.7583 0.7242 -4.4011  0.1333
C: 1.7630 -4.8811 7.2338  -0.1098
C: 2.6998 -4.3910 8.3139  -0.1137
O: 3.7998 -5.3032 8.2006  0.0523
C: 3.8004 -5.8086 6.9421  -0.5784
O: 4.6766 -6.4640 6.4825  0.1571
O: 2.6681 -5.4647 6.2877  0.0596
H: 1.1868 -4.0791 6.7767  0.1155
H: 1.0813 -5.6561 7.5893  0.1335
H: 3.0584 -3.3780 8.1257  0.1354
H: 2.2669 -4.4356 9.3097  0.1292
C: -5.9884 -2.6650 10.5580  -0.1154
C: -6.2628 -3.9325 11.3408  -0.1215
O: -6.3250 -4.9219 10.3092  0.0546
C: -5.6223 -4.4611 9.2411  -0.5794
O: -5.3417 -5.1021 8.2855  0.1689
O: -5.2887 -3.1614 9.4159  0.0626
H: -5.3761 -1.9484 11.0986  0.1335
H: -6.9033 -2.1721 10.2238  0.1330
H: -5.4494 -4.1866 12.0230  0.1312
H: -7.1968 -3.9005 11.8958  0.1294
C: 3.1638 4.9849 -6.7987  -0.1155
C: 3.5489 5.6460 -5.4941  -0.1064
O: 4.6849 4.8751 -5.0720  0.0480
C: 5.2281 4.3039 -6.1760  -0.5844
O: 6.2729 3.7363 -6.1924  0.1492
O: 4.4261 4.4632 -7.2479  0.0617
H: 2.7521 5.6713 -7.5201  0.1065
H: 2.4700 4.1554 -6.6591  0.1394
H: 3.8625 6.6831 -5.6272  0.1310
H: 2.7619 5.6058 -4.7455  0.1341
C: 2.5872 3.9111 -12.1715  -0.1153
C: 3.8592 4.2034 -11.4132  -0.1074
O: 3.3781 4.9877 -10.3095  0.0639
C: 2.0781 4.6847 -10.1180  -0.5635
O: 1.4407 5.0327 -9.1753  0.1461
O: 1.5986 3.9329 -11.1343  0.0746
H: 2.6012 2.9523 -12.6695  0.1082
H: 2.3467 4.6905 -12.8994  0.1334
H: 4.3359 3.3095 -11.0272  0.1161
H: 4.5816 4.7668 -11.9989  0.1353
C: 4.1865 -0.1696 -15.3010  -0.1124
C: 5.2222 0.9078 -15.5453  -0.1136
O: 5.0200 1.7802 -14.4279  0.0620
C: 4.4482 1.0629 -13.4315  -0.5581
O: 4.3050 1.4557 -12.3201  0.1574
O: 4.0616 -0.1523 -13.8753  0.0734
H: 4.4981 -1.1519 -15.6447  0.1331
H: 3.2179 0.0731 -15.7412  0.1337
H: 6.2429 0.5239 -15.5102  0.1339
H: 5.0743 1.4426 -16.4795  0.1320

[2]
Molecular formula: C29H47KN8OS
Method: DFT, ωB97M-V with the def2-TZVPD basis set

E_LUMO: 0.160 hartree
HOMO energy: -0.047 Eh
net charge: -2
HOMO-LUMO gap: 5.6 eV
energy relative to the best compared isomer or geometry (same formula, charge and spin): 42.9 kJ/mol

Last column: Löwdin charge in e.
Atoms and positions in Å:
K: -0.6624 -0.0129 -0.0096  0.6514
C: -3.2604 1.0311 1.0048  -0.1298
C: -2.6468 2.0413 1.7913  -0.1608
C: -2.3363 1.4372 3.0575  -0.1459
C: -2.7639 0.0835 2.9812  -0.0640
C: -3.3342 -0.1711 1.7282  -0.2829
C: -4.0484 -1.4406 1.2990  -0.5655
C: -3.6105 -2.6297 2.1565  -0.0682
C: -3.7499 -1.7749 -0.1669  -0.0603
C: -5.5661 -1.2635 1.4578  -0.0670
C: -1.6554 1.9609 4.3299  -0.5311
C: -0.1374 2.1307 4.1522  -0.0637
C: -1.8201 0.9471 5.4728  -0.0936
C: -2.2644 3.2671 4.8560  -0.0687
C: -2.5260 3.4738 1.2464  -0.5233
C: -2.6805 3.4715 -0.2824  -0.0725
C: -3.6540 4.3674 1.7922  -0.0599
C: -1.1675 4.1357 1.5047  -0.0583
H: -3.6396 1.1721 0.0019  0.0847
H: -2.6531 -0.6483 3.7661  0.0746
H: -2.5352 -2.7976 2.0769  0.0858
H: -4.1225 -3.5415 1.8296  0.0739
H: -3.8515 -2.4638 3.2089  0.0708
H: -2.6962 -2.0279 -0.3075  0.0445
H: -3.9973 -0.9373 -0.8223  0.0765
H: -4.3337 -2.6428 -0.4945  0.0766
H: -5.8103 -1.0241 2.4954  0.0776
H: -6.1020 -2.1757 1.1676  0.0663
H: -5.9194 -0.4382 0.8359  0.0754
H: 0.3023 1.1558 3.9263  0.0776
H: 0.3306 2.5123 5.0683  0.0786
H: 0.1042 2.8121 3.3399  0.0494
H: -1.3321 0.0010 5.2407  0.0746
H: -2.8747 0.7460 5.6705  0.0820
H: -1.3610 1.3467 6.3836  0.0720
H: -2.1212 4.1070 4.1840  0.0450
H: -1.8097 3.5335 5.8177  0.0707
H: -3.3400 3.1403 5.0027  0.0854
H: -3.6701 3.1255 -0.5834  0.0702
H: -1.9211 2.8480 -0.7573  0.0762
H: -2.5574 4.4930 -0.6584  0.0780
H: -4.6209 3.9392 1.5172  0.0805
H: -3.5862 5.3773 1.3691  0.0708
H: -3.6320 4.4493 2.8771  0.0492
H: -0.3682 3.5192 1.0860  0.0655
H: -0.9659 4.3037 2.5583  0.0473
H: -1.1359 5.1126 1.0075  0.0779
N: -0.1154 -3.9995 -3.1012  -0.0151
C: 0.1028 -2.8247 -2.3524  -0.9478
S: 0.2931 -3.0820 -0.6317  0.3900
N: 0.1651 -1.7624 -3.0967  -0.0538
N: 0.3714 -0.5491 -2.4076  -0.0743
C: 1.0008 0.2861 -3.1431  -0.1424
C: 1.3337 1.6949 -2.8634  -0.1449
C: 1.9620 2.3686 -3.9146  -0.1012
C: 2.3143 3.7062 -3.8589  -0.1561
C: 2.0089 4.4064 -2.6849  -0.1411
C: 1.3912 3.7839 -1.6251  -0.0354
C: 1.0339 2.3989 -1.6459  -0.4071
O: 0.4762 1.8481 -0.6432  -0.2784
H: -0.5592 -4.7085 -2.5348  0.0269
H: -0.5954 -3.7966 -3.9676  0.0524
H: 1.3100 -0.0671 -4.1338  0.0968
H: 2.1731 1.7989 -4.8164  0.0900
H: 2.8012 4.1904 -4.6958  0.0691
H: 2.2635 5.4596 -2.6035  0.0820
H: 1.1579 4.3253 -0.7160  0.0919
C: 5.8244 -2.0617 0.5043  -0.0940
N: 4.3951 -2.2022 0.2859  -0.1753
C: 4.1012 -2.8497 -0.9820  -0.0945
C: 3.6212 -1.0532 0.5461  -0.4328
N: 2.8193 -0.4746 -0.2443  0.1846
N: 3.8261 -0.5967 1.8476  0.1157
C: 3.1418 0.4147 2.5332  -0.5548
N: 2.4249 1.2701 1.7643  0.1738
N: 3.3139 0.4361 3.8086  0.0702
H: 6.2807 -3.0484 0.6052  0.0769
H: 6.0336 -1.4930 1.4074  0.0726
H: 6.3090 -1.5465 -0.3391  0.0855
H: 4.6025 -3.8187 -0.9965  0.0811
H: 4.4706 -2.2605 -1.8364  0.0903
H: 3.0278 -3.0155 -1.0871  0.0285
H: 2.7675 -0.8956 -1.1613  0.0399
H: 4.1892 -1.2759 2.4988  0.1237
H: 2.2274 0.9907 0.8070  0.0354
H: 1.7421 1.8326 2.2410  0.0692
H: 2.7894 1.2183 4.1926  0.0090

[3]
Molecular formula: C29H48As3N4O2Rh
Method: DFT, ωB97M-V with the def2-TZVPD basis set

E_LUMO: -0.220 hartree
HOMO energy: -0.480 Eh
net charge: +2
HOMO-LUMO gap: 7.1 eV
energy relative to the best compared isomer or geometry (same formula, charge and spin): 0.0 kJ/mol

Last column: Löwdin charge in e.
Atoms and positions in Å:
Rh: -0.9455 1.5333 -0.4101  0.6759
N: -1.8212 2.8227 1.0892  -0.0411
C: -2.0618 4.2661 0.8825  -0.2064
C: -2.9019 4.4838 -0.3628  -0.1649
C: -2.1684 4.1818 -1.6544  -0.2035
N: -1.8870 2.7349 -1.8618  -0.0606
H: -2.7211 2.3760 1.2609  0.1042
H: -1.2745 2.6555 1.9301  0.1087
H: -1.0996 4.7721 0.7854  0.1079
H: -2.5672 4.6863 1.7535  0.1326
H: -3.1931 5.5345 -0.4001  0.1340
H: -3.8353 3.9141 -0.2960  0.1299
H: -1.2159 4.7188 -1.6602  0.0889
H: -2.7519 4.5385 -2.5037  0.1352
H: -1.5362 2.6045 -2.8060  0.1030
H: -2.7790 2.2366 -1.8392  0.1021
C: 1.0666 -1.5503 -0.4937  -0.2127
As: 0.1256 -0.2912 -1.6027  1.1318
C: -1.1513 -1.4438 -2.4700  -0.2258
C: 1.3523 0.2808 -2.9853  -0.3257
C: 2.7422 0.7512 -2.5124  -0.6718
C: 3.3114 1.6760 -3.5975  -0.0628
C: 2.6963 1.4768 -1.1488  -0.3127
As: 1.1845 2.6212 -0.6961  1.0998
C: 1.2854 3.9946 -2.0483  -0.2524
C: 1.8245 3.5311 0.8815  -0.2394
C: 3.7153 -0.4376 -2.3527  -0.3533
As: 3.9682 -1.5530 -3.9900  1.1267
C: 3.8232 -3.2960 -3.1093  -0.3350
C: 5.9158 -1.4560 -4.0747  -0.3276
H: 1.4832 -2.3144 -1.1493  0.0406
H: 0.3561 -2.0179 0.1822  0.0217
H: 1.8596 -1.0851 0.0871  0.0397
H: -0.6097 -2.1898 -3.0499  0.0513
H: -1.8027 -0.8692 -3.1250  0.0434
H: -1.7504 -1.9404 -1.7105  0.0385
H: 0.8367 1.0884 -3.5152  0.0759
H: 1.4621 -0.5384 -3.6995  0.0519
H: 2.7153 2.5774 -3.7382  0.0612
H: 3.3413 1.1539 -4.5550  0.0720
H: 4.3315 1.9738 -3.3463  0.1011
H: 3.5708 2.1245 -1.0519  0.0981
H: 2.7550 0.7563 -0.3258  0.0719
H: 2.3418 4.2289 -2.1701  0.0535
H: 0.7689 4.9054 -1.7397  0.0328
H: 0.8920 3.6431 -3.0001  0.0332
H: 2.8733 3.7893 0.7443  0.0508
H: 1.7243 2.8709 1.7418  0.0433
H: 1.2514 4.4417 1.0512  0.0308
H: 3.3977 -1.1034 -1.5503  0.0461
H: 4.6933 -0.0450 -2.0654  0.0860
H: 2.7874 -3.4886 -2.8284  0.0011
H: 4.4589 -3.3480 -2.2251  0.0328
H: 4.1270 -4.0722 -3.8098  0.0281
H: 6.2190 -0.4524 -4.3697  0.0218
H: 6.2723 -2.1559 -4.8284  0.0283
H: 6.3620 -1.7064 -3.1126  0.0318
O: -2.7952 0.4017 -0.3335  -0.0794
C: -2.3624 -0.2442 0.6642  -0.5984
N: -2.9156 -1.2067 1.3849  0.1941
C: -1.9943 -1.6264 2.4589  -0.2305
C: -0.7957 -0.6551 2.2000  -0.4060
O: 0.2132 -0.5718 2.8399  0.1177
N: -1.1384 0.1140 1.0966  0.0089
C: -1.5934 -3.0900 2.2687  -0.1577
C: -0.2894 -3.5415 2.4348  -0.0454
C: 0.0065 -4.8922 2.2831  -0.0553
C: -0.9925 -5.7989 1.9703  -0.0620
C: -2.3003 -5.3544 1.8226  -0.0548
C: -2.5977 -4.0109 1.9759  -0.0248
C: -2.5684 -1.3577 3.8459  -0.1493
C: -1.8515 -1.7826 4.9599  -0.0104
C: -2.3349 -1.5335 6.2336  -0.0466
C: -3.5412 -0.8668 6.4077  -0.0639
C: -4.2576 -0.4445 5.3013  -0.0671
C: -3.7700 -0.6834 4.0213  -0.0359
H: -3.8161 -1.6143 1.1955  0.1669
H: 0.4971 -2.8524 2.7119  0.1082
H: 1.0237 -5.2334 2.4245  0.1129
H: -0.7602 -6.8493 1.8584  0.1137
H: -3.0928 -6.0571 1.6021  0.1144
H: -3.6321 -3.6951 1.8958  0.1155
H: -0.9155 -2.3108 4.8331  0.1203
H: -1.7717 -1.8688 7.0941  0.1153
H: -3.9218 -0.6840 7.4034  0.1135
H: -5.2028 0.0665 5.4277  0.1101
H: -4.3473 -0.3459 3.1696  0.1031